Entry 1:
Density functional theory data (the ωB97M-V functional and the def2-TZVPD basis) for C6H5ClFNO as an isolated structure at a distorted geometry.

Its energy above the lowest of the compared OMol25 structures with the same formula, charge and spin is 46.9 kcal per mole. Its multiplicity is 1. The value obtained for the strongest force on any atom is 6.127 eV/Å. The value obtained for the energy is -25076.9512 eV.

Each line ends with the Mulliken charge.
Positions of all 15 atoms, in Å:
1 C -0.052 1.301 0.457  -0.775
2 H -0.505 1.308 -1.657  0.264
3 H -0.473 2.086 -0.022  0.422
4 C 0.367 1.327 1.784  -0.482
5 C 0.918 -1.044 1.987  0.301
6 Cl 1.435 0.460 4.168  -0.221
7 H 0.212 -2.119 -1.557  0.254
8 H 0.175 2.225 2.392  0.289
9 F 1.137 -2.223 2.575  -0.265
10 C 0.416 -1.085 0.082  -0.084
11 C 0.760 0.168 2.504  0.210
12 H 0.238 -3.059 0.054  0.237
13 O -0.532 0.381 -1.636  -0.528
14 N 0.428 -2.313 -0.584  -0.498
15 C -0.063 0.131 -0.309  0.878

***

Entry 2:
Density functional theory data (the ωB97M-V functional and the def2-TZVPD basis) for one molecule with the formula C2H6N6 at a distorted geometry.

Its SMILES is C/N=c1/[nH]nnn1N. Its energy above the lowest of the compared OMol25 structures with the same formula, charge and spin is 79.2 kcal per mole. Its multiplicity is 1. The value obtained for the strongest force on any atom is 8.811 eV/Å. The value obtained for the energy is -11106.8635 eV.

Each line ends with the Mulliken charge.
Positions of all 14 atoms, in Å:
1 N -0.433 1.438 -0.364  -0.517
2 H 1.097 -1.853 1.601  0.313
3 N 0.337 -0.066 -2.015  0.004
4 N 1.317 -1.166 -1.879  -0.340
5 C -0.069 0.256 -0.738  0.425
6 N 0.284 -0.883 0.034  0.662
7 H -1.479 2.548 0.602  0.322
8 N 0.161 -1.436 1.196  -0.812
9 N 1.284 -1.633 -0.660  -0.210
10 C -0.879 1.699 0.953  -0.781
11 H -1.492 0.966 1.374  0.307
12 H 0.075 1.903 1.521  0.240
13 H -0.481 -2.218 1.162  0.243
14 H 0.278 0.445 -2.785  0.144

***

Entry 3:
Density functional theory data (the ωB97M-V functional and the def2-TZVPD basis) for a 2-piece molecular cluster, C4H7NO overall at a distorted geometry.

Its energy above the lowest of the compared OMol25 structures with the same formula, charge and spin is 34.4 kcal per mole. Its multiplicity is 3. The value obtained for the strongest force on any atom is 9.296 eV/Å. The value obtained for the energy is -7792.3480 eV. As for the expectation value of S²: 2.006.

Each line ends with the Mulliken charge.
Positions of all 13 atoms, in Å:
1 H 3.525 1.844 -0.185  0.307
2 H 3.974 0.641 -1.436  0.293
3 H -3.850 -0.391 0.338  0.343
4 H -1.641 -1.539 -0.427  0.361
5 C -1.766 -0.983 0.517  -0.081
6 C 3.432 0.927 -0.581  -0.656
7 O -1.132 -1.017 1.507  -0.296
8 C 0.980 0.454 -1.211  -0.200
9 N 2.082 0.597 -0.976  -0.003
10 H -2.944 0.664 1.009  0.379
11 H -2.911 0.360 -0.738  0.286
12 C -2.858 -0.013 0.259  -0.998
13 H 3.766 0.191 0.193  0.265

***

Entry 4:
Density functional theory data (the ωB97M-V functional and the def2-TZVPD basis) for one molecule with the formula C5H3N at a distorted geometry.

Its energy above the lowest of the compared OMol25 structures with the same formula, charge and spin is 54.1 kcal per mole. Its multiplicity is 3. The value obtained for the strongest force on any atom is 4.524 eV/Å. The value obtained for the energy is -6714.3421 eV. As for the expectation value of S²: 2.051.

Each line ends with the Mulliken charge.
Positions of all 9 atoms, in Å:
1 H 0.581 1.517 -0.770  0.224
2 N 1.735 -0.883 0.134  -0.454
3 C 0.726 -1.572 -0.472  -0.221
4 C -0.191 -0.569 -1.166  0.416
5 C -1.406 -0.675 -1.678  -0.441
6 H -0.977 0.927 0.163  0.336
7 C 1.202 0.250 0.538  -0.077
8 H 0.437 -2.625 -0.661  0.344
9 C 0.046 0.628 -0.228  -0.128

***

Entry 5:
Density functional theory data (the ωB97M-V functional and the def2-TZVPD basis) for one molecule with the formula C5H13N at a distorted geometry.

Its SMILES is CCCN(C)C. Its energy above the lowest of the compared OMol25 structures with the same formula, charge and spin is 19.7 kcal per mole. Its multiplicity is 1. The value obtained for the strongest force on any atom is 1.917 eV/Å. The value obtained for the energy is -6885.3440 eV.

Each line ends with the Mulliken charge.
Positions of all 19 atoms, in Å:
1 H -1.854 1.362 -1.131  0.387
2 H 0.619 2.131 0.479  0.300
3 H 1.394 -1.819 1.790  0.302
4 H -0.332 -1.471 1.985  0.345
5 C -0.863 1.212 -0.694  -0.550
6 C -0.422 2.324 0.278  -1.102
7 H 2.245 -1.457 -0.582  0.358
8 N 0.534 -0.605 0.313  -0.008
9 H -0.649 3.269 -0.209  0.348
10 H 1.473 -0.143 -1.471  0.262
11 C -0.798 -0.167 -0.066  -0.764
12 H 0.732 -1.755 -1.456  0.378
13 H -1.032 2.385 1.176  0.296
14 H 0.182 -2.663 0.788  0.348
15 C 1.292 -1.025 -0.852  -1.056
16 H -1.261 -0.898 -0.769  0.347
17 H -0.221 1.277 -1.578  0.258
18 H -1.485 -0.249 0.734  0.537
19 C 0.446 -1.708 1.265  -0.985

***

Entry 6:
Density functional theory data (the ωB97M-V functional and the def2-TZVPD basis) for H39O20 as an isolated structure at a distorted geometry.

Its energy above the lowest of the compared OMol25 structures with the same formula, charge and spin is 86.9 kcal per mole. Its multiplicity is 1. As for the charge: -1. The value obtained for the strongest force on any atom is 2.451 eV/Å. The value obtained for the energy is -41585.0357 eV.

Each line ends with the Mulliken charge.
Positions of all 59 atoms, in Å:
1 O -1.948 0.106 -2.255  -0.662
2 H -2.406 -2.352 0.790  0.361
3 H -1.317 1.545 3.109  0.252
4 H -1.827 -3.114 -4.259  0.294
5 O -3.259 -2.692 4.176  -0.653
6 H -3.948 3.477 -2.147  0.280
7 H -2.503 -0.091 -1.484  0.307
8 H 3.233 2.040 -3.175  0.307
9 O 0.689 -1.397 1.638  -0.741
10 O -3.773 3.827 1.433  -0.618
11 H 0.649 1.195 -5.674  0.342
12 O 3.911 2.731 -3.222  -0.625
13 H -2.827 -2.001 3.669  0.342
14 H 2.098 -4.718 2.844  0.279
15 H 3.300 3.475 -3.249  0.317
16 H -0.281 0.465 3.480  0.326
17 O 2.634 -1.958 -0.147  -0.723
18 H -0.123 -1.835 2.551  0.201
19 H 4.259 -2.062 1.899  0.421
20 O -1.434 -3.575 -3.522  -0.643
21 H 2.384 1.520 2.091  0.422
22 H 2.140 -0.417 1.791  0.233
23 H 3.267 -0.105 0.973  0.427
24 H 1.090 2.135 2.351  0.375
25 H 0.919 4.033 3.131  0.350
26 H -0.431 0.670 -1.626  0.387
27 O -0.485 1.166 2.851  -0.633
28 H -1.892 -1.294 1.486  0.230
29 H 5.347 -1.498 2.652  0.305
30 O -1.121 -2.375 2.965  -0.714
31 H -1.662 1.550 -5.124  0.388
32 H 0.989 -3.869 2.382  0.228
33 O 0.629 4.504 3.911  -0.640
34 O 5.128 -2.324 2.219  -0.678
35 H -0.508 -3.350 -3.364  0.345
36 H 2.054 -1.803 -1.851  0.405
37 H -0.116 -1.464 1.124  0.032
38 H -2.568 2.705 -4.555  0.273
39 H 0.238 4.108 4.674  0.290
40 H -0.892 -3.278 2.721  0.263
41 O 1.706 -1.951 -2.754  -0.672
42 O -3.927 2.511 -2.250  -0.553
43 H -3.316 2.989 1.288  0.331
44 O -2.574 -1.401 0.799  -0.630
45 O -2.533 1.770 -4.761  -0.635
46 O 1.923 2.373 1.921  -0.695
47 H 1.900 -1.730 0.458  0.592
48 O 0.128 2.006 -5.607  -0.721
49 H 0.078 2.056 -4.637  0.324
50 O 1.748 -4.349 2.035  -0.585
51 O 0.403 1.182 -1.742  -0.567
52 H -2.353 0.904 -2.623  0.290
53 H -4.809 2.452 -1.864  0.280
54 O 3.085 -0.138 1.918  -0.799
55 H 3.097 -2.782 -0.028  0.244
56 H 1.137 -1.188 -2.895  0.304
57 H -2.527 -3.309 4.199  0.297
58 H 1.104 0.764 -1.253  0.252
59 H -3.903 4.161 0.541  0.293